<A>
Entry from the Open Molecules 2025 dataset: a single C17H21N3O4S molecule (ωB97M-V/def2-TZVPD).

Each line ends with the Mulliken charge.
Element x y z (Å)
S  1.616  -3.755  -1.191  -0.33
O  -4.303  0.224  -0.518  -0.67
O  0.804  2.286  -2.281  -0.58
O  -0.599  -1.209  2.462  -0.74
O  -0.023  3.733  -0.763  -0.47
N  -2.458  1.346  0.117  0.06
N  -1.768  -1.597  0.551  0.14
N  -0.898  -2.759  -1.293  -0.61
C  0.439  -2.452  0.712  0.70
C  3.858  -3.978  0.481  -1.17
C  -3.290  0.289  0.153  0.97
C  2.471  -3.472  0.304  0.78
C  -0.042  1.367  -0.185  -0.46
C  1.734  -2.774  1.214  -0.49
C  -0.621  -1.720  1.354  0.61
C  -2.914  -0.877  1.077  -1.17
C  1.915  3.062  -1.889  -0.49
C  -1.842  -2.118  -0.701  -0.02
C  0.235  -2.923  -0.583  0.27
C  -1.199  1.501  0.806  -1.17
C  2.234  -2.404  2.571  -1.65
C  -0.191  2.431  -1.292  1.11
C  -2.671  2.377  -0.881  -1.03
C  -1.573  2.313  -1.941  -0.91
C  1.338  4.084  -0.886  -0.40
H  1.840  4.024  0.086  0.26
H  3.906  -4.668  1.323  0.29
H  4.541  -3.153  0.688  0.30
H  2.682  2.431  -1.422  0.26
H  3.138  -1.801  2.491  0.34
H  2.329  3.530  -2.784  0.35
H  1.474  -1.840  3.102  0.39
H  -1.694  3.127  -2.655  0.45
H  -0.041  0.384  -0.659  0.11
H  -2.668  -0.551  2.090  0.51
H  2.478  -3.299  3.142  0.35
H  -1.174  2.512  1.229  0.44
H  -1.090  0.789  1.621  0.44
H  -2.771  -1.967  -1.232  0.47
H  -1.612  1.365  -2.479  0.27
H  -3.780  -1.545  1.113  0.37
H  -3.650  2.214  -1.332  0.50
H  1.388  5.111  -1.254  0.33
H  -2.647  3.354  -0.390  0.34
H  4.193  -4.494  -0.414  0.42
H  0.907  1.501  0.336  0.52

The HOMO energy comes out at -8.3 eV. The orbital gap is 8.70 eV. As for the SMILES: Cc1sc2ncn(CC(=O)N3CCC4(CC3)OCCO4)c(=O)c2c1C. As for the charge: 0.



<B>
Entry from the Open Molecules 2025 dataset: a single C17H21N3O4S molecule (ωB97M-V/def2-TZVPD).

Each line ends with the Mulliken charge.
Element x y z (Å)
S  -0.569  -2.519  0.931  1.32
O  0.155  -2.148  2.103  -0.66
O  -1.042  0.695  -2.371  -0.70
O  -2.005  -2.351  0.933  -0.80
O  4.211  1.840  0.549  -0.40
N  0.075  -1.756  -0.389  0.42
N  -2.220  0.054  -0.518  0.11
N  -4.363  2.229  1.439  -0.60
C  2.384  -1.090  -0.714  -0.70
C  1.137  -0.838  -0.165  -0.87
C  3.437  -0.216  -0.507  -0.56
C  -1.360  -0.135  -1.548  0.25
C  -0.044  -1.847  -2.850  -1.70
C  5.513  1.662  0.022  -0.26
C  6.366  2.826  0.500  -1.44
C  -4.266  3.372  0.778  -0.30
C  3.255  0.922  0.274  0.82
C  -3.484  3.523  -0.356  -0.48
C  1.999  1.161  0.839  -1.05
C  -2.876  1.226  -0.144  0.54
C  -2.774  2.433  -0.832  -0.43
C  -0.225  -4.256  0.563  -1.02
C  -0.786  -1.568  -1.549  0.04
C  0.952  0.294  0.621  0.32
C  -3.690  1.189  0.993  -0.40
H  -3.429  4.473  -0.864  0.38
H  -0.746  -1.809  -3.679  0.44
H  -3.791  0.272  1.560  0.46
H  -2.379  -0.742  0.100  0.15
H  0.850  -4.371  0.536  0.32
H  4.394  -0.437  -0.954  0.40
H  -1.613  -2.275  -1.422  0.71
H  -0.675  -4.500  -0.389  0.33
H  6.397  2.841  1.586  0.33
H  5.476  1.644  -1.076  0.36
H  0.713  -1.084  -3.010  0.37
H  -0.010  0.482  1.072  0.61
H  5.941  3.763  0.153  0.33
H  2.535  -1.975  -1.312  0.47
H  -2.154  2.507  -1.710  0.52
H  5.936  0.711  0.377  0.37
H  -0.656  -4.855  1.354  0.42
H  -4.840  4.195  1.183  0.36
H  0.425  -2.827  -2.820  0.36
H  1.872  2.042  1.449  0.44
H  7.377  2.727  0.115  0.42

The HOMO energy comes out at -8.6 eV. The orbital gap is 9.04 eV. As for the SMILES: CCOc1ccc(N([C@H](C)C(=O)Nc2cccnc2)S(C)(=O)=O)cc1. As for the charge: 0.



Need the numbers? Relative energies in kcal/mol: <A> 0.0; <B> 28.2.



<A>
Entry from the Open Molecules 2025 dataset: a single C3H4O4 molecule (ωB97M-V/def2-TZVPD).

Each line ends with the Mulliken charge.
Element x y z (Å)
O  1.431  1.285  0.209  -0.45
O  0.531  -0.631  -0.908  -0.51
O  -0.376  1.549  -1.608  -0.54
O  -1.611  -0.840  0.382  -0.43
C  -0.325  -0.420  0.194  0.52
C  0.399  0.665  -0.349  0.45
C  -0.695  -1.195  1.353  -0.20
H  -0.379  -2.173  1.386  0.23
H  -0.832  -0.763  2.324  0.22
H  -0.069  0.929  -2.376  0.33
H  1.926  1.593  -0.606  0.38

The HOMO energy comes out at -11.0 eV. The orbital gap is 11.55 eV. As for the SMILES: OC1(O)O[C@@]12CO2. As for the charge: 0.



<B>
Entry from the Open Molecules 2025 dataset: a single C3H4O4 molecule (ωB97M-V/def2-TZVPD).

Each line ends with the Mulliken charge.
Element x y z (Å)
O  -2.036  1.314  -0.222  -0.59
O  1.265  1.132  -0.008  -0.43
O  -0.406  0.062  1.473  -0.46
O  -1.662  -1.088  -0.169  -0.48
C  1.689  -0.237  -0.057  -0.11
C  0.359  0.116  0.279  0.23
C  -1.066  0.028  0.243  0.76
H  -1.930  2.156  0.416  0.33
H  2.505  -0.585  0.685  0.21
H  1.825  -0.611  -1.121  0.19
H  -2.558  -0.818  -0.505  0.35

The HOMO energy comes out at -10.5 eV. The orbital gap is 11.19 eV. As for the SMILES: OC1(O)O[C@@]12CO2. As for the charge: 0.



Need the numbers? Relative energies in kcal/mol: <A> 3.6; <B> 0.0.